Version w
DFT (the ωB97M-V functional and the def2-TZVPD basis) results for 2 unconnected molecules or ions with the total composition C5H13N2O.

The calculation puts the HOMO energy at -12.73 eV. As for the charge: +1. Its HOMO-LUMO gap is 9.55 eV.

Last columns: bonded neighbours and bond lengths (Å).
Positions of all 21 atoms, in Å:
1 C 1.29578 -0.57845 0.78136  C3 1.592, N7 1.437, H9 1.047, H10 1.077
2 C -0.39847 -1.36376 -0.84229  N6 1.392, N7 1.635, H11 1.125, H12 1.156
3 C 1.00635 0.40836 -0.43344  C1 1.592, C4 1.497, N6 1.399, H13 1.106
4 C 1.10551 1.83449 0.00931  C3 1.497, H14 1.092, H15 1.082, H16 1.107
5 C -1.83766 1.01064 0.12680  O8 1.342, H17 1.009, H18 1.085
6 N -0.26044 0.02087 -0.88179  C2 1.392, C3 1.399
7 N 0.66698 -1.78616 0.32344  C1 1.437, C2 1.635, H19 1.038, H20 1.116
8 O -2.78746 0.11711 0.44392  C5 1.342, H21 1.055
9 H 2.29619 -0.75819 1.03074  C1 1.047
10 H 0.78867 -0.06480 1.58014  C1 1.077
11 H -1.44253 -1.53589 -0.46032  C2 1.125
12 H -0.00507 -2.08594 -1.65489  C2 1.156
13 H 1.66948 0.11250 -1.26753  C3 1.106
14 H 0.39112 1.97643 0.82316  C4 1.092
15 H 0.75493 2.48508 -0.78075  C4 1.082
16 H 2.09918 2.13756 0.39179  C4 1.107
17 H -1.94552 1.55409 -0.71621  C5 1.009
18 H -1.48309 1.45304 1.05235  C5 1.085
19 H 1.29132 -2.45520 -0.16623  N7 1.038
20 H 0.14673 -2.43006 1.07191  N7 1.116
21 H -3.35202 -0.05173 -0.43145  O8 1.055

Results of the Mulliken charge analysis, in e, for atoms 1 through 6: C -0.79; C -0.44; C 0.24; C -1.42; C -0.22; N -0.34

***

Version x
DFT (the ωB97M-V functional and the def2-TZVPD basis) results for a gas-phase ion, C5H13N2O (charge +1).

Its structure (SMILES) is CCNC(=O)C[NH2+]C. The calculation puts the HOMO energy at -13.88 eV. As for the charge: +1. Its HOMO-LUMO gap is 10.58 eV.

Last columns: bonded neighbours and bond lengths (Å).
Positions of all 21 atoms, in Å:
1 C -3.49024 0.08913 -0.35810  C2 1.525, H9 1.091, H10 1.088, H11 1.084
2 C -2.04095 0.01739 0.11102  C1 1.525, N3 1.484, H12 1.084, H13 1.088
3 N -1.16318 0.73658 -0.84501  C2 1.484, C4 1.337, H14 1.009
4 C 0.14440 0.48432 -0.96289  N3 1.337, O5 1.220, C6 1.546
5 O 0.82058 0.63552 -1.96651  C4 1.220
6 C 0.91670 0.20632 0.34761  C4 1.546, N7 1.501, H15 1.087, H16 1.082
7 N 2.25915 -0.29784 -0.09588  C6 1.501, C8 1.485, H17 1.014, H18 1.019
8 C 3.16256 -0.57681 1.04981  N7 1.485, H19 1.086, H20 1.090, H21 1.089
9 H -3.71133 0.98198 -0.94443  C1 1.091
10 H -4.17440 0.14188 0.48563  C1 1.088
11 H -3.74458 -0.78264 -0.94963  C1 1.084
12 H -1.74030 -1.02268 0.05945  C2 1.084
13 H -1.92348 0.36628 1.13517  C2 1.088
14 H -1.63155 1.16803 -1.62727  N3 1.009
15 H 0.98728 1.15875 0.86765  C6 1.087
16 H 0.46415 -0.57094 0.94865  C6 1.082
17 H 2.03988 -1.20686 -0.48835  N7 1.014
18 H 2.59686 0.34019 -0.81528  N7 1.019
19 H 2.68711 -1.21655 1.78702  C8 1.086
20 H 3.43748 0.34856 1.55682  C8 1.090
21 H 4.10388 -1.00060 0.70452  C8 1.089

Results of the Mulliken charge analysis, in e, for atoms 1 through 6: C -1.22; C -0.20; N -0.10; C 0.43; O -0.63; C -0.87

***

Version y
DFT (the ωB97M-V functional and the def2-TZVPD basis) results for a gas-phase ion, C5H13N2O (charge +1).

Its structure (SMILES) is CNC(=O)[C@@H](C)[NH2+]C. The calculation puts the HOMO energy at -13.56 eV. As for the charge: +1. Its HOMO-LUMO gap is 10.17 eV.

Last columns: bonded neighbours and bond lengths (Å).
Positions of all 21 atoms, in Å:
1 C -1.11402 -2.39045 0.50443  N2 1.517, H9 1.165, H10 1.169, H11 1.064
2 N -0.87106 -1.05926 1.19097  C1 1.517, C3 1.377, H12 0.996
3 C -0.42700 0.11816 0.63108  N2 1.377, O4 1.256, C5 1.426
4 O -0.53275 1.11363 1.39039  C3 1.256
5 C 0.10551 0.13478 -0.69183  C3 1.426, C6 1.529, N7 1.593, H13 1.108
6 C -1.08936 0.33734 -1.62459  C5 1.529, H14 1.095, H15 1.097, H16 1.137
7 N 1.24340 1.22345 -0.93464  C5 1.593, C8 1.557, H17 1.020, H18 1.106
8 C 2.45560 0.75968 -0.07406  N7 1.557, H19 1.134, H20 1.091, H21 1.128
9 H -2.13699 -2.61379 -0.00699  C1 1.165
10 H -0.98660 -3.24621 1.29109  C1 1.169
11 H -0.32025 -2.49304 -0.19725  C1 1.064
12 H -1.31658 -0.98346 2.07904  N2 0.996
13 H 0.68030 -0.78642 -0.91382  C5 1.108
14 H -1.79134 1.16815 -1.49764  C6 1.095
15 H -0.89027 0.19231 -2.69399  C6 1.097
16 H -1.80462 -0.50127 -1.34373  C6 1.137
17 H 0.88350 2.10108 -0.56098  N7 1.020
18 H 1.53131 1.36452 -1.99360  N7 1.106
19 H 2.44783 -0.36682 0.05366  C8 1.134
20 H 2.34068 1.23223 0.90227  C8 1.091
21 H 3.43436 1.11729 -0.50566  C8 1.128

Results of the Mulliken charge analysis, in e, for atoms 1 through 6: C -0.79; N -0.13; C 0.57; O -0.65; C -0.13; C -1.27

***

Question: which arrangement is favored energetically? Ranking from most to least stable: version x, version y, version w.

***

Version w
DFT (the ωB97M-V functional and the def2-TZVPD basis) results for C5H8N2 in the gas phase.

Its structure (SMILES) is C#CN(C)/N=C/C. The calculation puts the HOMO energy at -8.06 eV. As for the charge: 0. Its HOMO-LUMO gap is 9.18 eV.

Last columns: bonded neighbours and bond lengths (Å).
Positions of all 15 atoms, in Å:
1 C -2.43946 0.77904 -1.15853  C2 1.203, H8 1.046
2 C -1.32644 0.88359 -0.71449  C1 1.203, N3 1.335
3 N -0.09437 0.95926 -0.20616  C2 1.335, C4 1.446, N5 1.342
4 C 0.56732 2.24146 -0.11537  N3 1.446, H9 1.094, H10 1.088, H11 1.091
5 N 0.58599 -0.08744 0.28592  N3 1.342, C6 1.268
6 C 0.15032 -1.27730 0.24580  N5 1.268, C7 1.488, H12 1.093
7 C 0.97832 -2.37545 0.81445  C6 1.488, H13 1.084, H14 1.087, H15 1.092
8 H -3.40967 0.70329 -1.54335  C1 1.046
9 H 0.01478 2.93017 0.53087  C4 1.094
10 H 1.55318 2.06368 0.30840  C4 1.088
11 H 0.67428 2.69656 -1.10116  C4 1.091
12 H -0.81112 -1.54668 -0.19863  C6 1.093
13 H 1.79820 -1.96088 1.38988  C7 1.084
14 H 0.37091 -3.01540 1.44999  C7 1.087
15 H 1.38774 -2.99395 0.01236  C7 1.092

Results of the Mulliken charge analysis, in e, for atoms 1 through 6: C -0.44; C -0.04; N 0.53; C -0.89; N -0.58; C -0.07

***

Version x
DFT (the ωB97M-V functional and the def2-TZVPD basis) results for C5H8N2 in the gas phase.

The calculation puts the HOMO energy at -8.20 eV. As for the charge: 0. Its HOMO-LUMO gap is 9.02 eV.

Last columns: bonded neighbours and bond lengths (Å).
Positions of all 15 atoms, in Å:
1 C -0.94489 -0.35859 0.68919  C2 1.526, N5 1.471, H8 1.098, H9 1.096
2 C 0.32844 -0.15292 -0.12585  C1 1.526, C3 1.531, C6 1.478, N7 1.458
3 C 0.07220 1.08505 -0.98940  C2 1.531, C4 1.517, H11 1.097, H12 1.097
4 C -1.30235 1.62844 -0.64939  C3 1.517, N5 1.317
5 N -1.75841 0.78660 0.25424  C1 1.471, C4 1.317, H10 1.012
6 C 1.65209 -0.54592 0.40237  C2 1.478, N7 1.464, H13 1.090, H14 1.089
7 N 1.04460 -1.28159 -0.70798  C2 1.458, C6 1.464, H15 1.018
8 H -1.44841 -1.30357 0.44394  C1 1.098
9 H -0.78139 -0.32455 1.77288  C1 1.096
10 H -2.67759 0.91337 0.65910  N5 1.012
11 H 0.10468 0.82900 -2.05588  C3 1.097
12 H 0.81973 1.87376 -0.83737  C3 1.097
13 H 1.69559 -1.01769 1.38412  C6 1.090
14 H 2.53523 0.03380 0.13962  C6 1.089
15 H 0.66050 -2.16519 -0.37959  N7 1.018

Results of the Mulliken charge analysis, in e, for atoms 1 through 6: C -0.55; C 0.99; C -0.36; C -0.66; N 0.02; C -0.80

***

Question: which arrangement is favored energetically? Ranking from most to least stable: version x, version w.

***

Version w
DFT (the ωB97M-V functional and the def2-TZVPD basis) results for C5H8N2 in the gas phase.

The calculation puts the HOMO energy at -7.62 eV. As for the charge: 0. Its HOMO-LUMO gap is 8.03 eV.

Last columns: bonded neighbours and bond lengths (Å).
Positions of all 15 atoms, in Å:
1 C 2.26135 0.20934 0.00979  N2 1.455, H8 1.091, H9 1.092, H10 1.094
2 N 0.84278 -0.09130 -0.11184  C1 1.455, C3 1.427, C7 1.304
3 C 0.32273 -1.41981 -0.07092  N2 1.427, C4 1.368, H11 1.088
4 C -1.04377 -1.45713 -0.02905  C3 1.368, C5 1.522
5 C -1.36061 0.01716 0.17607  C4 1.522, N6 1.446, C7 1.478, H12 1.133
6 N -2.64894 0.61977 -0.08659  C5 1.446, H13 1.016, H14 1.014
7 C -0.11950 0.78643 -0.05235  N2 1.304, C5 1.478, H15 1.086
8 H 2.83008 -0.60228 -0.44747  C1 1.091
9 H 2.49943 1.15714 -0.47741  C1 1.092
10 H 2.51461 0.26936 1.07191  C1 1.094
11 H 1.07500 -2.20531 -0.05486  C3 1.088
12 H -1.28928 -0.11192 1.29946  C5 1.133
13 H -3.29677 -0.15688 -0.18007  N6 1.016
14 H -2.67356 1.13331 -0.96079  N6 1.014
15 H 0.08645 1.85213 -0.08590  C7 1.086

Results of the Mulliken charge analysis, in e, for atoms 1 through 6: C -0.87; N 0.15; C -0.15; C -1.06; C 0.48; N -0.61

***

Version x
DFT (the ωB97M-V functional and the def2-TZVPD basis) results for C5H8N2 in the gas phase.

The calculation puts the HOMO energy at -7.66 eV. As for the charge: 0. Its HOMO-LUMO gap is 8.22 eV.

Last columns: bonded neighbours and bond lengths (Å).
Positions of all 15 atoms, in Å:
1 C 0.47701 1.67080 -1.59655  C2 1.517, H8 1.092, H9 1.094, H10 1.097
2 C 0.21018 0.44803 -0.73863  C1 1.517, C3 1.471, C7 1.522, H15 1.119
3 C 1.26434 -0.12647 0.11117  C2 1.471, N4 1.308, H11 1.084
4 N 0.64119 -0.85162 1.00352  C3 1.308, C5 1.419, H12 1.015
5 C -0.76777 -0.73664 0.88405  N4 1.419, N6 1.423, C7 1.371
6 N -1.50105 -1.56214 1.78175  C5 1.423, H13 1.016, H14 1.015
7 C -1.13850 0.13439 -0.10769  C2 1.522, C5 1.371
8 H -0.40577 1.86118 -2.21129  C1 1.092
9 H 0.66594 2.56305 -0.99268  C1 1.094
10 H 1.33800 1.51741 -2.25891  C1 1.097
11 H 2.34551 -0.05576 0.07012  C3 1.084
12 H 1.08358 -1.48249 1.66483  N4 1.015
13 H -1.90683 -1.00052 2.52478  N6 1.016
14 H -2.28463 -1.96098 1.27438  N6 1.015
15 H -0.02121 -0.41826 -1.40886  C2 1.119

Results of the Mulliken charge analysis, in e, for atoms 1 through 6: C -1.30; C 0.90; C -0.58; N 0.02; C 0.46; N -0.60

***

Version y
DFT (the ωB97M-V functional and the def2-TZVPD basis) results for C5H8N2 in the gas phase.

The calculation puts the HOMO energy (alpha / beta) at -8.70 / -9.66 eV. As for the charge: 0. Its HOMO-LUMO gap (alpha / beta) is 7.89 / 8.91 eV.

Last columns: bonded neighbours and bond lengths (Å).
Positions of all 15 atoms, in Å:
1 C 1.98622 -0.16776 -0.54573  C2 1.531, H8 1.094, H9 1.093, H10 1.094
2 C 0.57246 0.23182 -0.11519  C1 1.531, C3 1.522, N4 1.414, H11 1.106
3 C -0.43923 -0.52234 -0.96701  C2 1.522, H12 1.084, H13 1.101
4 N 0.15426 -0.39233 1.08215  C2 1.414, C5 1.390
5 C -1.02485 0.26518 1.41137  N4 1.390, C6 1.610, H14 1.092, H15 1.105
6 C -2.02567 0.36546 0.15386  C5 1.610, N7 1.167
7 N -3.09122 0.61206 -0.25240  C6 1.167
8 H 2.11301 -1.25273 -0.48316  C1 1.094
9 H 2.70892 0.30477 0.12425  C1 1.093
10 H 2.19216 0.16330 -1.56745  C1 1.094
11 H 0.45642 1.33061 -0.15947  C2 1.106
12 H -1.00444 -1.32375 -0.50521  C3 1.084
13 H -0.13711 -0.76459 -1.99739  C3 1.101
14 H -1.58396 -0.19441 2.22887  C5 1.092
15 H -0.87698 1.34473 1.59252  C5 1.105

Results of the Mulliken charge analysis, in e, for atoms 1 through 6: C -1.48; C 0.78; C -0.88; N -0.58; C -0.37; C 0.29

***

Question: which arrangement is favored energetically? Ranking from most to least stable: version x, version w, version y.